1.
# C58H71F7O14S2

A cluster of 13 separate species, C58H71F7O14S2 in total in a non-equilibrium geometry (ωB97M-V/def2-TZVPD, OMol25).

Each line ends with the Löwdin charge.
Element x y z (Å)
F: 15.21 22.64 13.16  0.056
C: 14.39 21.57 13.24  -0.264
C: 13.16 21.66 12.62  -0.024
C: 12.15 20.71 12.81  -0.080
C: 12.56 19.55 13.43  -0.097
C: 13.88 19.36 13.94  -0.057
C: 14.80 20.38 13.84  -0.015
H: 12.99 22.54 12.03  0.117
H: 11.13 20.82 12.46  0.109
H: 11.84 18.75 13.38  0.094
H: 14.11 18.40 14.38  0.091
H: 15.81 20.35 14.23  0.105
F: 8.59 15.28 20.00  0.032
C: 9.11 15.16 18.73  -0.256
C: 10.27 14.38 18.60  0.003
C: 10.85 14.26 17.31  -0.059
C: 10.14 14.72 16.19  -0.083
C: 8.96 15.43 16.43  -0.109
C: 8.42 15.70 17.65  -0.022
H: 10.82 14.10 19.49  0.110
H: 11.81 13.81 17.11  0.078
H: 10.46 14.65 15.17  0.096
H: 8.49 15.82 15.54  0.104
H: 7.52 16.27 17.78  0.121
F: 20.33 16.66 11.15  0.060
C: 19.47 16.75 10.14  -0.281
C: 19.86 17.30 8.89  -0.008
C: 18.96 17.37 7.85  -0.092
C: 17.72 16.81 8.04  -0.090
C: 17.34 16.20 9.26  -0.080
C: 18.26 16.10 10.29  -0.029
H: 20.87 17.67 8.80  0.113
H: 19.17 17.88 6.92  0.110
H: 16.96 16.80 7.28  0.103
H: 16.35 15.86 9.49  0.092
H: 18.05 15.66 11.25  0.094
F: 13.94 20.41 9.41  0.080
C: 13.86 19.22 10.00  -0.293
C: 14.99 18.55 10.44  0.031
C: 14.76 17.26 11.03  -0.094
C: 13.55 16.64 11.13  -0.110
C: 12.46 17.36 10.73  -0.090
C: 12.61 18.62 10.15  -0.017
H: 16.02 18.87 10.31  0.115
H: 15.59 16.65 11.36  0.081
H: 13.47 15.69 11.63  0.095
H: 11.54 16.78 10.80  0.107
H: 11.74 19.15 9.79  0.117
F: 22.11 22.89 14.16  0.042
C: 21.87 21.55 13.96  -0.268
C: 21.28 21.14 12.75  -0.016
C: 20.98 19.83 12.51  -0.071
C: 21.23 18.96 13.54  -0.122
C: 21.67 19.36 14.77  -0.080
C: 22.05 20.68 14.97  -0.021
H: 21.17 21.84 11.94  0.118
H: 20.54 19.52 11.57  0.102
H: 21.06 17.90 13.40  0.088
H: 21.81 18.55 15.47  0.102
H: 22.55 20.99 15.88  0.127
F: 16.44 8.43 10.68  0.082
C: 16.57 9.69 11.06  -0.311
C: 17.27 10.44 10.13  -0.008
C: 17.58 11.75 10.45  -0.076
C: 17.52 12.16 11.76  -0.121
C: 16.77 11.44 12.69  -0.063
C: 16.28 10.19 12.30  -0.014
H: 17.51 10.14 9.12  0.118
H: 18.09 12.44 9.79  0.104
H: 17.81 13.17 12.02  0.076
H: 16.55 11.91 13.63  0.094
H: 15.74 9.63 13.05  0.113
F: 18.23 11.50 16.30  0.080
C: 17.78 12.00 17.43  -0.295
C: 17.18 13.25 17.48  -0.042
C: 16.74 13.75 18.67  -0.118
C: 16.95 13.01 19.81  -0.110
C: 17.54 11.73 19.83  -0.056
C: 17.99 11.27 18.60  -0.008
H: 16.98 13.78 16.56  0.115
H: 16.12 14.63 18.69  0.108
H: 16.66 13.43 20.76  0.102
H: 17.59 11.07 20.68  0.107
H: 18.53 10.34 18.52  0.119
C: 14.89 20.33 17.81  -0.245
S: 15.98 19.30 18.87  0.861
O: 17.32 19.98 18.93  -0.566
C: 16.24 17.86 17.74  -0.232
H: 14.69 21.27 18.33  0.048
H: 13.95 19.83 17.58  0.049
H: 15.32 20.73 16.89  0.040
H: 16.68 18.13 16.78  0.038
H: 15.28 17.35 17.61  0.049
H: 16.95 17.22 18.26  0.031
C: 20.38 11.86 13.68  -0.230
S: 21.15 12.79 15.10  0.825
O: 22.43 11.97 15.26  -0.589
C: 21.59 14.37 14.23  -0.241
H: 19.50 12.43 13.38  0.015
H: 20.09 10.86 14.00  0.053
H: 21.13 11.83 12.89  0.055
H: 22.40 14.78 14.83  0.046
H: 20.83 15.14 14.11  0.034
H: 21.92 14.14 13.22  0.046
C: 14.59 14.62 14.46  -0.070
O: 15.20 15.88 14.66  -0.020
C: 16.49 16.01 14.19  -0.528
O: 17.09 15.14 13.61  0.114
O: 16.89 17.29 14.38  -0.026
C: 18.11 17.80 13.94  -0.049
H: 15.25 13.77 14.68  0.071
H: 14.24 14.42 13.45  0.076
H: 13.72 14.49 15.10  0.094
H: 18.20 17.75 12.86  0.091
H: 18.89 17.29 14.50  0.082
H: 18.25 18.87 14.12  0.082
C: 18.72 20.79 16.25  -0.002
O: 19.15 21.82 15.29  0.008
C: 18.34 22.82 14.96  -0.592
O: 17.31 23.20 15.50  0.104
O: 18.82 23.41 13.87  0.000
C: 18.01 24.37 13.19  -0.041
H: 19.56 20.14 16.45  0.074
H: 17.93 20.12 15.91  0.064
H: 18.38 21.12 17.23  0.073
H: 18.41 24.59 12.20  0.095
H: 17.84 25.29 13.75  0.095
H: 16.98 24.05 13.02  0.069
C: 13.73 11.15 18.43  -0.047
O: 12.85 11.36 17.38  -0.002
C: 13.36 11.40 16.16  -0.514
O: 14.56 11.24 15.89  0.080
O: 12.36 11.52 15.17  -0.020
C: 12.81 11.62 13.82  -0.048
H: 13.07 10.80 19.21  0.104
H: 14.18 12.09 18.73  0.092
H: 14.52 10.41 18.24  0.104
H: 12.03 11.77 13.07  0.100
H: 13.31 10.71 13.48  0.086
H: 13.58 12.39 13.67  0.059
C: 19.84 14.85 18.52  -0.057
O: 19.85 16.20 18.92  -0.036
C: 19.96 17.18 17.93  -0.480
O: 19.98 16.94 16.75  0.111
O: 20.20 18.47 18.45  -0.067
C: 20.51 18.73 19.83  -0.029
H: 19.66 14.08 19.27  0.098
H: 20.85 14.64 18.16  0.099
H: 19.15 14.67 17.70  0.070
H: 20.72 19.78 20.04  0.100
H: 21.44 18.18 19.97  0.091
H: 19.70 18.25 20.37  0.092

## Properties
spin multiplicity	1
gap between HOMO and LUMO	8.7	eV
charge	0
E_HOMO	-8.69	eV
LUMO energy	0.1	eV

=====

2.
# C22H34BeN2O6P2

A structure of composition C22H34BeN2O6P2 in a non-equilibrium geometry (ωB97M-V/def2-TZVPD, OMol25).

Each line ends with the Löwdin charge.
Element x y z (Å)
P: -1.13 -1.23 -3.13  0.913
P: 1.02 -1.52 -0.16  0.971
C: 0.27 -2.35 -2.86  -0.342
C: 0.42 -2.71 -1.39  -0.386
H: 1.19 -2.05 -3.39  0.098
H: -0.09 -3.27 -3.32  0.083
H: -0.46 -3.24 -0.97  0.104
H: 1.30 -3.37 -1.38  0.075
C: 2.33 -0.90 -1.26  -0.221
H: 3.12 -0.38 -0.72  0.059
H: 2.02 -0.24 -2.09  0.034
H: 2.77 -1.77 -1.74  0.047
C: 1.54 -2.94 0.91  -0.204
H: 2.40 -3.18 0.27  0.060
H: 0.77 -3.74 0.85  0.072
H: 1.96 -2.86 1.93  0.087
C: -1.02 -1.01 -5.01  -0.191
H: -1.95 -0.53 -5.37  0.056
H: -0.93 -2.00 -5.47  0.041
H: -0.18 -0.41 -5.37  0.047
C: -2.43 -2.65 -3.44  -0.233
H: -2.55 -3.24 -2.53  0.038
H: -2.16 -3.35 -4.25  0.035
H: -3.40 -2.23 -3.72  0.038
Be: 0.50 -1.30 1.66  -0.144
C: -0.06 1.18 -1.78  -0.218
C: -0.28 0.60 -3.04  -0.383
C: -1.09 1.77 -3.67  -0.165
C: -2.63 1.85 -3.41  -0.208
C: -3.26 0.56 -3.21  -0.169
C: -2.82 -0.30 -2.23  -0.311
C: -2.12 0.13 -0.85  -0.142
C: -1.15 1.33 -0.86  -0.215
C: -1.05 -1.98 2.00  -0.140
H: 0.94 1.42 -1.39  0.108
H: 0.68 0.44 -3.58  0.101
H: -0.90 1.86 -4.75  0.107
H: -0.69 2.70 -3.23  0.115
H: -2.87 2.52 -2.57  0.105
H: -3.10 2.34 -4.28  0.117
H: -4.08 0.28 -3.88  0.109
H: -3.45 -1.17 -2.03  0.092
H: -1.57 -0.76 -0.50  0.046
H: -2.91 0.35 -0.12  0.119
H: -1.66 2.25 -1.15  0.100
H: -0.68 1.52 0.14  0.119
H: -1.15 -3.06 1.93  0.003
H: -1.82 -1.55 1.37  -0.020
H: -1.30 -1.69 3.02  0.013
O: 0.89 0.24 1.93  -0.076
C: 1.26 0.06 3.19  -0.453
O: 1.21 -1.12 3.66  0.045
C: 1.64 1.24 4.03  -0.085
C: 2.39 0.96 5.17  0.090
C: 2.68 1.99 6.08  -0.112
C: 2.31 3.32 5.87  0.098
C: 1.60 3.58 4.70  -0.107
C: 1.30 2.57 3.75  0.105
N: 0.92 4.87 4.60  -0.310
O: 0.84 5.57 5.63  0.071
O: 0.43 5.21 3.50  0.066
N: 3.23 1.61 7.37  -0.315
O: 3.75 0.48 7.50  0.073
O: 3.11 2.44 8.30  0.074
H: 2.76 -0.05 5.37  0.144
H: 2.57 4.08 6.59  0.137
H: 0.80 2.86 2.82  0.138

## Properties
spin multiplicity	1
energy relative to the best compared isomer or geometry (same formula, charge and spin)	123.22	kcal per mole
gap between HOMO and LUMO (alpha / beta)	5.2 / 4.7	eV
charge	0
E_HOMO (alpha / beta)	-6.52 / -6.00	eV
LUMO energy (alpha / beta)	-1.3 / -1.3	eV

=====

3.
# C8H15F2N2Si

The ion C8H15F2N2Si with charge +1 in a non-equilibrium geometry (ωB97M-V/def2-TZVPD, OMol25).

Each line ends with the Löwdin charge.
Element x y z (Å)
C: -0.21 -1.84 -0.10  -0.102
C: -1.53 -2.32 -0.12  -0.020
C: -1.89 -0.10 -0.23  0.078
C: -3.86 -1.55 0.04  0.033
C: 1.00 2.26 -0.90  -0.170
C: 2.72 -0.33 -0.51  -0.171
C: 1.76 0.79 1.96  -0.206
C: -2.48 1.28 -0.40  -0.287
N: -0.12 -0.50 -0.21  0.038
N: -2.44 -1.29 -0.17  -0.081
F: -2.54 1.94 0.80  0.067
F: -3.74 1.16 -0.96  0.048
Si: 1.31 0.68 0.16  0.543
H: 0.65 -2.55 -0.16  0.142
H: -1.80 -3.28 0.12  0.109
H: -4.02 -2.52 -0.43  0.102
H: -4.13 -1.78 1.06  0.114
H: -4.52 -0.83 -0.55  0.137
H: 0.30 2.97 -0.46  0.019
H: 2.01 2.84 -1.03  0.088
H: 0.68 1.86 -1.85  0.018
H: 2.85 -0.44 -1.53  0.006
H: 3.70 0.02 -0.34  0.025
H: 2.52 -1.43 0.03  0.099
H: 2.38 -0.04 2.41  0.049
H: 2.45 1.67 2.05  0.046
H: 0.98 0.99 2.85  0.086
H: -1.92 1.99 -1.16  0.190

## Properties
spin multiplicity	1
energy relative to the best compared isomer or geometry (same formula, charge and spin)	54.18	kcal per mole
structure (SMILES)	C[n+]1ccn([Si](C)(C)C)c1C(F)F
gap between HOMO and LUMO	9.1	eV
charge	+1
E_HOMO	-13.31	eV
LUMO energy	-4.2	eV

=====

4.
# C6H8FNO5

A cluster of 2 separate species, C6H8FNO5 in total in a non-equilibrium geometry (ωB97M-V/def2-TZVPD, OMol25).

Each line ends with the Löwdin charge.
Element x y z (Å)
C: -2.56 -1.65 0.88  -0.283
C: -1.02 0.07 -0.85  -0.480
C: -2.92 -2.31 -0.16  0.024
C: 1.90 1.18 0.65  -0.063
C: 1.01 -0.04 0.32  -0.125
C: -2.41 0.58 -0.84  -0.176
N: -2.96 1.63 -0.25  -0.250
O: -2.21 -0.95 1.75  0.158
O: -0.63 -0.72 -1.70  0.112
O: -2.49 2.49 0.48  0.053
O: -4.25 1.81 -0.55  0.112
O: -0.45 0.44 0.28  0.004
F: -3.15 -0.05 -1.74  0.100
H: -2.77 -3.39 -0.29  0.080
H: -4.69 2.43 0.05  0.149
H: -3.44 -1.77 -0.99  0.089
H: 2.87 0.70 0.66  0.067
H: 2.02 2.04 -0.10  0.116
H: 1.70 1.50 1.61  0.035
H: 1.12 -1.02 0.98  0.161
H: 1.25 -0.50 -0.68  0.115

## Properties
spin multiplicity	1
structure (SMILES)	CCOC(=O)/C(F)=[N+](\[O-])O.C=C=O
gap between HOMO and LUMO (alpha / beta)	9.2 / 9.2	eV
charge	0
E_HOMO (alpha / beta)	-9.19 / -9.19	eV
LUMO energy (alpha / beta)	0.0 / 0.0	eV

=====

5.
# CH2ClFN2O4

A cluster of 2 separate species, CH2ClFN2O4 in total in a non-equilibrium geometry (ωB97M-V/def2-TZVPD, OMol25).

Each line ends with the Löwdin charge.
Element x y z (Å)
C: -1.73 -0.77 0.12  -0.428
N: 1.30 0.11 -0.33  0.128
N: 1.71 1.28 -0.05  -0.394
O: 0.86 2.06 0.71  0.081
O: 2.77 1.81 -0.23  0.099
O: -1.23 0.04 0.89  0.025
O: -1.75 -2.03 0.40  -0.459
F: 2.36 -0.52 -1.03  -0.057
Cl: -2.18 -3.20 -0.69  0.755
H: -2.11 -0.35 -0.77  0.128
H: 0.01 1.57 0.99  0.122

## Properties
spin multiplicity	1
energy relative to the best compared isomer or geometry (same formula, charge and spin)	11.17	kcal per mole
structure (SMILES)	[O-]/[N+](O)=N\F.O=COCl
gap between HOMO and LUMO	9.7	eV
charge	0
E_HOMO	-10.62	eV
LUMO energy	-0.9	eV

=====

6.
# C3H6S3

The molecule C3H6S3 (ωB97M-V/def2-TZVPD, OMol25).

Each line ends with the Löwdin charge.
Element x y z (Å)
C: -0.83 -0.05 -0.60  -0.718
C: 0.09 -0.82 0.31  -0.708
C: 0.10 0.68 0.32  -0.700
H: -2.89 1.10 -0.66  -0.136
H: -0.55 -0.07 -1.65  0.093
H: -0.37 -1.29 1.18  0.095
H: 2.23 -1.76 0.59  -0.130
H: -0.35 1.15 1.22  0.105
H: 2.39 1.35 0.41  -0.139
S: -2.59 -0.15 -0.27  0.757
S: 1.36 -1.83 -0.44  0.741
S: 1.39 1.69 -0.41  0.739

## Properties
spin multiplicity	1
energy relative to the best compared isomer or geometry (same formula, charge and spin)	21.33	kcal per mole
structure (SMILES)	S[C@H]1[C@H](S)[C@H]1S
gap between HOMO and LUMO	9.7	eV
charge	0
E_HOMO	-9.11	eV
LUMO energy	0.6	eV